(1)
Density functional theory data (ωB97M-V with the def2-TZVPD basis set) for 2 unconnected molecules or ions with the total composition C2H5NO3 in a non-equilibrium geometry.

Computed properties:
* Kohn-Sham gap: 10.789 eV
* calculated total energy: -359.65289 hartree
* structure (SMILES): O=CNC=O.O
* HOMO energy: -10.473 eV
* energy relative to the best compared isomer or geometry (same formula, charge and spin): 1.536 eV
* total charge: 0
* maximum force: 4.1 eV/A

Each line ends with the Mulliken charge.
CARTESIAN COORDINATES (ANGSTROEM)
O -2.380 -0.228 0.966  -0.43
C -1.446 -0.696 1.545  0.12
N -0.457 -1.518 0.959  -0.22
C 0.259 -1.571 -0.269  0.16
O -0.212 -1.422 -1.350  -0.41
H -1.170 -0.336 2.571  0.25
H 0.236 -1.905 1.705  0.27
H 1.314 -1.467 0.037  0.24
O 1.299 2.801 -2.362  -0.63
H 1.538 2.618 -1.448  0.31
H 1.018 3.722 -2.354  0.32


(2)
Density functional theory data (ωB97M-V with the def2-TZVPD basis set) for 2 unconnected molecules or ions with the total composition C4H2F2O in a non-equilibrium geometry.

Computed properties:
* Kohn-Sham gap (alpha / beta): 8.055 / 9.048 eV
* calculated total energy: -428.23229 hartree
* HOMO energy (alpha / beta): -9.295 / -10.574 eV
* energy relative to the best compared isomer or geometry (same formula, charge and spin): 8.750 eV
* total charge: 0
* maximum force: 4.3 eV/A

Each line ends with the Mulliken charge.
CARTESIAN COORDINATES (ANGSTROEM)
C 0.970 2.161 -0.066  -0.16
C 0.484 0.973 -0.164  0.09
C -0.417 -0.155 0.184  -0.31
C 0.697 -0.490 -0.608  0.75
O -1.698 -0.388 -0.104  -0.45
F 0.514 -0.724 -1.890  -0.21
F 1.733 -1.164 -0.082  -0.20
H 0.129 -0.517 2.391  0.08
H -2.413 0.306 0.340  0.42


(3)
Density functional theory data (ωB97M-V with the def2-TZVPD basis set) for a molecular structure, C34H24N4O9Yb in a non-equilibrium geometry.

Computed properties:
* Kohn-Sham gap (alpha / beta): 7.955 / 7.953 eV
* calculated total energy: -3365.19231 hartree
* <S²>: 0.75
* spin multiplicity: 2
* HOMO energy (alpha / beta): -5.880 / -5.877 eV
* energy relative to the best compared isomer or geometry (same formula, charge and spin): 0.141 eV
* total charge: -1
* maximum force: 2.1 eV/A

Each line ends with the Mulliken spin population.
CARTESIAN COORDINATES (ANGSTROEM)
Yb 0.029 0.889 0.778  1.01
O 3.084 -3.168 4.445  0.00
C 2.599 -3.888 3.461  0.00
O 2.703 -5.097 3.437  0.00
C 1.912 -3.174 2.349  0.00
C 1.422 -3.797 1.212  0.00
N 0.869 -2.846 0.444  0.00
N 0.956 -1.641 1.005  0.00
C 1.583 -1.804 2.161  0.00
C 1.742 -0.594 3.057  0.00
O 2.308 -0.750 4.153  0.00
O 1.240 0.465 2.627  0.00
H 2.845 -2.167 4.384  0.00
H 1.481 -4.828 0.923  0.00
H 0.373 -2.946 -0.432  0.00
C -2.709 -2.102 -1.770  0.00
C -3.792 -2.334 -0.938  0.00
C -3.786 -1.806 0.337  0.00
C -2.696 -1.061 0.800  0.00
C -1.597 -0.729 -0.046  -0.01
C -1.668 -1.299 -1.332  0.00
C -2.650 -0.615 2.203  0.00
C -3.449 -1.226 3.208  0.00
C -3.332 -0.841 4.510  0.00
C -2.421 0.177 4.859  0.00
C -2.205 0.607 6.182  0.00
C -1.285 1.584 6.450  0.00
C -0.588 2.204 5.403  0.00
C -0.799 1.829 4.105  0.00
C -1.683 0.770 3.798  0.00
N -1.797 0.352 2.517  0.00
H -2.689 -2.527 -2.768  0.00
H -4.632 -2.924 -1.281  0.00
H -4.661 -1.964 0.955  0.00
H -0.859 -1.124 -2.039  0.00
H -4.139 -2.011 2.943  0.00
H -3.931 -1.310 5.281  0.00
H -2.772 0.144 6.979  0.00
H -1.103 1.894 7.469  0.00
H 0.133 2.977 5.625  0.00
H -0.284 2.328 3.294  0.00
O -0.066 1.558 -1.779  0.00
C 1.161 1.457 -2.518  0.00
C 2.327 1.502 -1.406  0.00
O 3.451 1.770 -1.784  0.00
O 1.926 1.184 -0.261  0.00
C 1.204 0.094 -3.183  0.00
C 1.891 -0.967 -2.608  0.00
C 1.842 -2.224 -3.187  0.00
C 1.098 -2.437 -4.334  0.00
C 0.409 -1.384 -4.912  0.00
C 0.461 -0.128 -4.339  0.00
C 1.347 2.571 -3.506  0.00
C 2.426 2.535 -4.385  0.00
C 2.640 3.573 -5.274  0.00
C 1.773 4.653 -5.314  0.00
C 0.700 4.694 -4.441  0.00
C 0.496 3.669 -3.535  0.00
H -0.807 1.522 -2.402  0.00
H 2.473 -0.808 -1.713  0.00
H 2.400 -3.038 -2.745  0.00
H 1.063 -3.419 -4.784  0.00
H -0.166 -1.542 -5.814  0.00
H -0.079 0.693 -4.791  0.00
H 3.107 1.701 -4.353  0.00
H 3.491 3.534 -5.939  0.00
H 1.937 5.457 -6.019  0.00
H 0.015 5.530 -4.458  0.00
H -0.324 3.735 -2.834  0.00
O -1.561 2.452 0.318  0.00
N -0.673 3.346 0.394  0.00
O 0.283 3.074 1.160  0.00


(4)
Density functional theory data (ωB97M-V with the def2-TZVPD basis set) for a molecular structure, C12H32F2NO18S6V in a non-equilibrium geometry.

Computed properties:
* Kohn-Sham gap (alpha / beta): 6.466 / 2.782 eV
* calculated total energy: -5417.66056 hartree
* <S²>: 0.75
* spin multiplicity: 2
* HOMO energy (alpha / beta): -12.878 / -12.877 eV
* total charge: +1
* maximum force: 8.1 eV/A

Each line ends with the Mulliken spin population.
CARTESIAN COORDINATES (ANGSTROEM)
O -2.773 0.375 -4.325  0.00
V -1.225 0.378 -4.560  0.00
O -0.865 1.767 -5.294  0.00
N -0.072 0.406 -2.792  0.00
S 0.367 -0.676 -1.787  0.00
O -0.451 -0.894 -0.622  0.00
O 1.764 -1.117 -1.950  0.00
F -0.445 -1.696 -2.617  0.00
S 1.096 1.609 -2.249  0.00
O 2.273 2.016 -3.057  0.00
O 1.295 1.855 -0.813  0.00
F 0.013 2.732 -2.482  0.00
O -2.716 -4.062 -0.605  0.00
S -1.873 -5.230 -0.365  0.00
O -2.461 -6.365 0.386  0.00
O -1.402 -5.800 -1.858  0.00
C -1.179 -4.939 -2.957  0.00
C 0.032 -5.457 -3.788  0.00
C -0.197 -4.756 0.326  0.00
H -0.894 -3.919 -2.700  0.00
H -1.998 -4.968 -3.675  0.00
H -0.148 -6.212 -4.553  0.00
H 0.735 -6.008 -3.163  0.00
H 0.756 -4.773 -4.233  0.00
H 0.300 -5.503 0.944  0.00
H -0.306 -3.861 0.938  0.00
H 0.429 -4.469 -0.519  0.00
O 5.832 0.095 1.742  0.00
S 4.493 0.553 1.469  0.00
O 3.905 1.734 2.119  0.00
O 4.135 0.518 -0.170  0.00
C 5.257 0.796 -1.031  0.00
C 5.597 2.328 -1.305  0.00
C 3.396 -0.819 1.845  0.00
H 4.915 0.288 -1.933  0.00
H 6.127 0.231 -0.699  0.00
H 4.873 2.912 -1.874  0.00
H 6.532 2.411 -1.859  0.00
H 5.791 2.886 -0.389  0.00
H 2.362 -0.643 1.549  0.00
H 3.372 -0.962 2.925  0.00
H 3.863 -1.741 1.500  0.00
O -0.173 7.189 0.907  0.01
S 0.005 5.753 0.949  -0.03
O 0.075 5.071 2.178  0.10
O -1.341 5.067 0.198  0.67
C -1.518 3.622 0.202  0.09
C -2.754 3.393 -0.721  0.03
C 1.280 5.303 -0.336  0.00
H -1.794 3.314 1.210  0.06
H -0.590 3.108 -0.045  0.03
H -3.615 4.030 -0.521  0.00
H -3.143 2.383 -0.593  0.00
H -2.536 3.635 -1.762  0.00
H 0.785 5.297 -1.307  0.00
H 1.835 4.398 -0.087  0.00
H 1.906 6.186 -0.209  0.00
O -5.153 -2.098 3.485  0.00
S -4.165 -1.839 4.540  0.00
O -4.045 -2.549 5.804  0.00
O -2.725 -1.696 3.727  0.00
C -2.792 -0.970 2.477  0.00
C -1.785 0.196 2.317  0.00
C -4.389 -0.033 5.133  0.00
H -3.813 -0.624 2.313  0.00
H -2.599 -1.666 1.661  0.00
H -0.797 -0.200 2.553  0.00
H -1.851 1.037 3.008  0.00
H -1.752 0.748 1.378  0.00
H -3.572 0.190 5.819  0.00
H -5.174 0.043 5.885  0.00
H -4.316 0.689 4.320  0.00